1.
{
  "formula": "C36H33N3O7PS5Yb",
  "method": "the ωB97M-V functional and the def2-TZVPD basis",
  "symbols": ["Yb", "S", "S", "S", "S", "O", "C", "O", "C", "P", "C", "C", "C", "C", "C", "C", "C", "C", "C", "C", "C", "C", "H", "H", "H", "H", "H", "H", "H", "H", "H", "H", "H", "H", "C", "C", "C", "C", "C", "C", "O", "N", "C", "O", "N", "C", "O", "H", "H", "H", "H", "H", "H", "H", "H", "H", "H", "H", "N", "C", "C", "C", "C", "C", "C", "C", "H", "H", "H", "H", "H", "O", "C", "O", "C", "C", "C", "C", "S", "C", "C", "H", "H", "H", "H", "H"],
  "xyz": [[0.73532, 0.44357, 1.18572], [-1.57126, 1.80460, 2.42750], [-1.31042, 1.35884, 4.44460], [0.55895, 0.46920, 4.47339], [1.78658, 1.71081, 3.37519], [1.95485, -3.00719, -1.57404], [1.36776, -1.94622, -1.35939], [0.94583, -1.51053, -0.24325], [1.02665, -1.03429, -2.55662], [-0.04214, 0.28858, -1.90510], [-1.66295, -0.52710, -1.66923], [-1.84232, -1.90727, -1.71747], [-3.06044, -2.47156, -1.37211], [-4.11635, -1.66656, -0.97318], [-3.94862, -0.29047, -0.92801], [-2.73154, 0.27127, -1.27106], [-0.35913, 1.31905, -3.37580], [-1.39624, 1.09918, -4.27748], [-1.53453, 1.89665, -5.40109], [-0.62663, 2.91834, -5.64525], [0.40885, 3.14308, -4.75162], [0.53598, 2.35496, -3.61979], [0.57827, -1.62075, -3.36290], [1.94323, -0.58084, -2.94502], [-1.02567, -2.56306, -1.98653], [-3.17314, -3.54800, -1.39706], [-5.05979, -2.11074, -0.68254], [-4.75591, 0.34960, -0.59886], [-2.60693, 1.34655, -1.20140], [-2.11012, 0.30596, -4.09082], [-2.35604, 1.72031, -6.08482], [-0.73791, 3.54506, -6.52176], [1.10957, 3.95186, -4.91888], [1.31431, 2.56326, -2.89224], [4.87346, -1.95916, -0.62349], [4.44630, -2.79030, 0.57425], [4.23512, -1.99463, 1.89398], [5.42822, -1.09450, 2.22521], [5.27024, -0.38120, 3.55765], [4.07792, -3.05445, 2.96819], [5.00990, -3.71111, 3.40024], [2.80311, -3.28695, 3.37914], [1.63786, -2.57065, 3.02399], [0.57476, -3.01408, 3.42186], [1.79743, -1.44443, 2.30127], [2.97381, -1.15617, 1.75082], [3.02625, -0.13341, 1.03069], [4.81347, -2.57415, -1.52080], [5.89706, -1.59475, -0.52015], [4.22358, -1.09858, -0.76546], [5.21071, -3.54380, 0.79273], [3.52053, -3.31489, 0.32622], [5.51395, -0.36234, 1.42197], [6.32935, -1.71501, 2.21208], [4.37381, 0.24165, 3.57121], [6.12482, 0.26928, 3.75176], [5.20472, -1.09330, 4.38295], [2.65825, -4.05931, 4.01047], [-1.08387, -1.05979, 1.47088], [-1.74217, -1.70296, 2.15426], [-2.72626, -2.37122, 2.94290], [-2.54061, -3.69309, 3.34268], [-3.52922, -4.29507, 4.10222], [-4.66913, -3.58486, 4.45776], [-4.83595, -2.26337, 4.06358], [-3.86026, -1.64321, 3.30338], [-1.62610, -4.20029, 3.08150], [-3.40289, -5.31930, 4.42885], [-5.43231, -4.06320, 5.06089], [-5.71917, -1.71234, 4.35744], [-3.93758, -0.60805, 2.99970], [-2.93288, 6.69619, -4.02924], [-3.28511, 5.86207, -3.00323], [-4.45861, 5.68316, -2.79355], [-2.18208, 5.23323, -2.25246], [-0.82647, 5.52229, -2.46130], [0.15389, 4.88109, -1.74458], [-0.14987, 3.89878, -0.78012], [1.13717, 3.08472, 0.03271], [-1.51380, 3.64666, -0.54788], [-2.49755, 4.29143, -1.26686], [-1.97449, 6.68855, -4.10993], [-0.49487, 6.25674, -3.19140], [1.19538, 5.11143, -1.92658], [-1.78915, 2.95042, 0.23047], [-3.53870, 4.07011, -1.07192]],
  "atomic_forces_ev_per_a": [[0.0, 0.1, 0.4], [0.0, -0.1, 0.0], [-0.1, 0.1, -0.3], [0.1, 0.0, -0.2], [0.0, -0.1, 0.1], [0.0, 0.0, 0.0], [-0.1, 0.0, -0.1], [0.2, 0.1, 0.0], [0.1, 0.0, 0.0], [-0.5, 0.1, 0.4], [0.1, -0.2, -0.1], [0.0, 0.0, 0.0], [0.0, 0.0, 0.0], [0.0, 0.0, 0.0], [0.0, 0.0, 0.0], [0.0, 0.1, 0.0], [0.1, -0.1, -0.1], [-0.1, 0.0, 0.0], [0.0, 0.0, -0.1], [0.0, 0.0, 0.0], [0.0, 0.1, -0.1], [0.1, 0.0, 0.0], [0.0, 0.0, 0.0], [0.0, 0.0, 0.0], [0.0, 0.0, 0.0], [0.0, 0.0, 0.0], [0.0, 0.0, 0.0], [0.0, 0.0, 0.0], [0.0, 0.0, 0.0], [0.0, 0.0, 0.0], [0.0, 0.0, 0.0], [0.0, 0.0, 0.0], [0.0, 0.0, 0.0], [0.0, 0.0, 0.0], [0.0, 0.1, -0.1], [0.1, -0.1, 0.1], [-0.1, -0.1, 0.1], [0.0, 0.0, -0.2], [0.0, 0.1, 0.1], [0.0, 0.0, 0.0], [0.1, 0.0, 0.0], [0.0, -0.1, 0.0], [-0.2, -0.1, 0.1], [0.0, -0.1, 0.0], [0.3, -0.1, 0.0], [0.1, 0.2, -0.1], [0.0, 0.2, -0.2], [0.0, 0.0, 0.0], [0.0, 0.0, 0.0], [0.0, 0.0, 0.0], [0.0, 0.0, 0.0], [0.0, 0.0, 0.0], [0.0, 0.0, 0.0], [0.0, 0.0, 0.0], [-0.1, 0.0, 0.0], [0.0, 0.0, 0.0], [0.0, 0.0, 0.0], [0.0, 0.0, 0.0], [-0.2, -0.4, 0.4], [0.1, 0.3, -0.5], [0.0, -0.1, 0.2], [-0.2, 0.2, 0.0], [0.0, 0.0, 0.0], [-0.1, 0.0, 0.0], [0.0, 0.0, 0.0], [0.1, -0.1, 0.0], [0.1, 0.0, 0.0], [0.0, 0.0, 0.0], [0.0, 0.0, 0.0], [0.0, 0.0, 0.0], [0.0, 0.1, 0.0], [-0.1, 0.0, 0.0], [0.0, -0.1, 0.0], [0.0, 0.1, 0.0], [0.0, 0.0, 0.0], [-0.1, 0.0, 0.0], [0.0, 0.1, 0.1], [0.0, -0.1, 0.0], [0.3, -0.2, 0.1], [0.0, 0.0, 0.0], [0.1, 0.0, -0.1], [0.1, 0.0, 0.0], [0.0, 0.0, 0.0], [0.0, 0.0, 0.0], [0.0, 0.0, 0.0], [0.0, 0.0, 0.0]],
  "mulliken_spin": [1.00, 0.00, 0.00, 0.00, 0.00, 0.00, 0.00, 0.00, 0.00, 0.00, 0.00, 0.00, 0.00, 0.00, 0.00, 0.00, 0.00, 0.00, 0.00, 0.00, 0.00, 0.00, 0.00, 0.00, 0.00, 0.00, 0.00, 0.00, 0.00, 0.00, 0.00, 0.00, 0.00, 0.00, 0.00, 0.00, 0.00, 0.00, 0.00, 0.00, 0.00, 0.00, 0.00, 0.00, 0.00, 0.00, 0.00, 0.00, 0.00, 0.00, 0.00, 0.00, 0.00, 0.00, 0.00, 0.00, 0.00, 0.00, 0.00, 0.00, 0.00, 0.00, 0.00, 0.00, 0.00, 0.00, 0.00, 0.00, 0.00, 0.00, 0.00, 0.00, 0.00, 0.00, 0.00, 0.00, 0.00, 0.00, 0.00, 0.00, 0.00, 0.00, 0.00, 0.00, 0.00, 0.00],
  "homo_energy_ev": [-1.5, -1.5],
  "max_force_ha_per_bohr": 0.0125,
  "orbital_gap_ev": [5.50, 5.50],
  "charge": -2,
  "multiplicity": 2,
  "lumo_ha": [0.148, 0.148]
}


2.
{
  "formula": "C36H33N4O2TeTi",
  "method": "the ωB97M-V functional and the def2-TZVPD basis",
  "symbols": ["Ti", "C", "O", "C", "N", "C", "C", "C", "C", "C", "C", "C", "C", "C", "C", "C", "C", "N", "C", "N", "C", "C", "O", "C", "C", "C", "C", "C", "C", "H", "H", "H", "H", "H", "H", "H", "H", "H", "H", "H", "H", "H", "H", "H", "H", "H", "H", "H", "C", "C", "C", "C", "N", "C", "C", "C", "C", "C", "C", "C", "H", "H", "H", "H", "H", "H", "H", "H", "C", "Te", "C", "H", "H", "H", "H", "H", "H"],
  "xyz": [[0.21671, 0.08607, -0.22552], [3.89180, -2.00601, -1.18588], [3.73546, -1.82737, 0.23331], [2.50825, -1.33897, 0.42431], [1.80517, -1.05886, -0.66246], [2.71117, -1.22594, -1.80582], [2.14439, -1.92138, -3.01711], [1.04180, -2.76065, -2.94222], [0.57653, -3.40738, -4.07945], [1.21894, -3.23310, -5.29489], [2.33378, -2.40950, -5.37115], [2.78996, -1.75295, -4.23956], [1.94933, -1.10926, 1.69981], [2.53775, -1.40004, 2.93613], [1.79944, -1.23964, 4.08401], [0.44829, -0.84813, 3.98074], [-0.05955, -0.54242, 2.74369], [0.67836, -0.58128, 1.60714], [-1.44261, -0.15210, 2.52477], [-1.92210, 0.13892, 1.36862], [-3.29363, 0.64407, 1.62528], [-3.56756, 0.16326, 3.05678], [-2.25120, -0.06748, 3.58723], [-4.33510, 0.28366, 0.59908], [-5.62253, -0.08205, 0.97709], [-6.58957, -0.33296, 0.01363], [-6.28358, -0.21103, -1.33255], [-5.01061, 0.18892, -1.71215], [-4.04616, 0.44366, -0.74981], [3.82969, -3.07154, -1.41267], [4.86486, -1.62338, -1.48152], [3.04744, -0.22839, -2.10855], [0.56443, -2.93026, -1.98583], [-0.28838, -4.05615, -4.01410], [0.86351, -3.74074, -6.18191], [2.85288, -2.27812, -6.31170], [3.65303, -1.09854, -4.30203], [3.55886, -1.75675, 2.95541], [2.23160, -1.44454, 5.05275], [-0.19588, -0.78994, 4.84562], [-3.22759, 1.73908, 1.62943], [-4.12070, -0.77769, 3.08673], [-4.06824, 0.90185, 3.67696], [-5.88982, -0.16278, 2.02339], [-7.58930, -0.61202, 0.31979], [-7.04301, -0.40795, -2.07766], [-4.77205, 0.32601, -2.75958], [-3.07103, 0.81155, -1.03843], [-2.11505, -0.71313, -3.65067], [-1.62078, 0.23465, -4.54103], [-0.55118, 1.02151, -4.15672], [-0.00427, 0.88749, -2.88733], [-0.57259, 0.03425, -1.98466], [-1.56466, -0.77945, -2.39400], [1.18555, 1.60343, -2.40238], [2.06195, 2.28524, -3.24958], [3.19325, 2.89183, -2.73305], [3.47359, 2.81580, -1.37332], [2.61444, 2.12276, -0.52998], [1.46137, 1.51319, -1.02053], [-2.91815, -1.37861, -3.93258], [-2.05839, 0.34882, -5.52343], [-0.13408, 1.74454, -4.84318], [-1.93410, -1.48946, -1.66296], [1.87679, 2.33464, -4.31634], [3.86434, 3.42708, -3.39195], [4.36302, 3.28967, -0.97791], [2.84897, 2.05885, 0.52791], [-0.61230, 4.20612, -1.10638], [-0.45579, 2.90624, 0.59953], [-2.05432, 4.03091, 1.55140], [-0.37048, 5.21868, -0.79552], [-1.62855, 4.16916, -1.49094], [0.08941, 3.87523, -1.86613], [-2.99436, 3.95417, 1.00832], [-1.73213, 5.06935, 1.57134], [-2.18774, 3.68739, 2.57584]],
  "atomic_forces_ev_per_a": [[-0.9, 1.3, 2.7], [-0.1, 0.0, -0.3], [0.0, 0.2, 0.3], [0.1, -0.2, -0.3], [0.8, -0.8, 0.1], [0.2, -0.1, 0.0], [-0.1, 0.1, 0.0], [0.1, -0.1, 0.0], [-0.1, 0.0, 0.0], [0.0, 0.0, -0.1], [0.1, 0.0, 0.0], [-0.1, 0.1, 0.0], [0.1, -0.1, 0.2], [0.0, 0.0, 0.0], [0.2, -0.1, 0.0], [-0.3, 0.1, -0.3], [0.1, -0.1, 0.6], [0.5, -0.6, 0.7], [-0.4, 0.1, -0.2], [0.4, -0.5, 0.0], [-0.1, 0.1, 0.1], [-0.2, 0.1, -0.2], [0.2, 0.1, 0.1], [0.0, 0.0, 0.1], [0.1, -0.1, -0.1], [-0.1, 0.0, 0.0], [-0.1, 0.0, 0.0], [0.1, 0.0, 0.0], [-0.1, 0.1, 0.0], [0.0, 0.0, 0.1], [0.0, 0.0, 0.0], [0.0, 0.0, 0.0], [-0.1, 0.0, 0.0], [0.0, 0.0, 0.0], [0.0, 0.0, 0.0], [0.0, 0.0, 0.0], [0.0, 0.0, 0.0], [0.0, 0.0, 0.0], [0.0, 0.0, 0.0], [0.0, 0.0, 0.0], [0.1, -0.1, 0.0], [0.1, 0.0, 0.0], [0.0, 0.0, 0.0], [0.0, 0.0, 0.0], [0.0, 0.0, 0.0], [0.0, 0.0, 0.0], [0.0, 0.0, 0.0], [0.1, 0.0, 0.0], [0.0, 0.0, -0.2], [0.0, -0.1, 0.1], [0.0, 0.0, -0.1], [-0.3, -0.1, 0.0], [-1.2, -0.4, -3.2], [0.0, 0.2, 0.1], [0.4, 0.2, 0.3], [-0.2, 0.0, -0.1], [0.1, 0.1, 0.0], [-0.1, -0.1, 0.0], [0.0, 0.1, -0.1], [0.4, 0.3, -0.7], [0.0, 0.0, 0.1], [0.0, 0.0, 0.0], [0.0, 0.0, 0.0], [0.0, 0.0, 0.0], [0.0, 0.0, 0.0], [0.0, 0.0, 0.0], [0.0, 0.0, 0.0], [0.0, 0.0, 0.0], [0.1, -0.1, 0.1], [-0.3, 1.2, 0.0], [0.0, -0.3, 0.0], [0.0, 0.0, 0.0], [0.0, -0.1, 0.0], [0.0, 0.0, 0.0], [0.0, -0.1, 0.0], [0.1, 0.0, 0.0], [0.0, 0.0, 0.0]],
  "mulliken_spin": [0.91, -0.01, 0.04, 0.11, 0.04, 0.01, 0.01, 0.02, 0.00, 0.00, 0.00, 0.00, 0.29, -0.04, 0.16, -0.01, 0.14, 0.18, -0.02, 0.01, 0.00, 0.00, 0.01, 0.00, 0.00, 0.00, 0.00, 0.00, 0.01, 0.00, 0.00, -0.01, 0.00, 0.00, 0.00, 0.00, 0.00, 0.00, 0.01, 0.00, 0.00, 0.00, 0.00, 0.00, 0.00, 0.00, 0.00, 0.00, -0.03, 0.05, -0.04, 0.05, -0.11, 0.13, 0.03, 0.00, 0.00, 0.01, 0.07, -0.02, 0.00, 0.00, 0.00, -0.01, 0.00, 0.00, 0.00, 0.00, 0.01, -0.02, 0.00, 0.00, 0.00, 0.00, 0.00, 0.00, 0.00],
  "homo_energy_ev": [-8.8, -10.6],
  "max_force_ha_per_bohr": 0.0670,
  "orbital_gap_ev": [6.07, 7.39],
  "charge": 1,
  "multiplicity": 3,
  "lumo_ha": [-0.101, -0.117]
}


Asked for relative energy (zero: lowest compared OMol25 entry of this formula, charge and spin) across the records above, the calculation gives 8.8; 41.1 kcal/mol in order.